# 1
Entry from the Open Molecules 2025 dataset: a molecular structure, C35H31CrF5N5O6S2 (ωB97M-V/def2-TZVPD).

Summary:
Expectation value of S²: 3.781
Charge: -2
HOMO level (spin up / spin down): -1.87 / -1.89 eV
Spin multiplicity: 4

```
85
C35H31CrF5N5O6S2 (ωB97M-V/def2-TZVPD)
Cr -0.44 -0.15 -0.04
C 2.62 -1.03 3.32
C 1.11 -1.19 3.16
C 0.36 -0.03 3.75
C 0.21 0.01 5.13
C -0.39 1.07 5.78
C -0.87 2.12 5.01
C -0.76 2.12 3.62
C -1.37 3.29 2.88
C -0.49 4.55 2.95
C -0.12 1.05 2.97
N -0.01 0.99 1.58
C 0.53 2.08 0.80
C 0.32 2.61 -1.56
C 0.20 3.99 -1.63
C 0.70 4.30 -2.91
C 1.08 3.09 -3.48
N 0.85 2.04 -2.64
H 3.15 -1.84 2.81
H 2.90 -1.03 4.38
H 2.95 -0.09 2.89
H 0.76 -2.12 3.62
H 0.89 -1.28 2.10
H 0.59 -0.84 5.71
H -0.50 1.08 6.86
H -1.38 2.95 5.48
H -2.33 3.52 3.35
H -1.60 3.00 1.85
H -0.42 4.89 3.98
H -0.92 5.35 2.35
H 0.52 4.35 2.60
H 0.33 3.10 1.11
H -0.20 4.66 -0.88
H 0.78 5.28 -3.36
H 1.51 2.92 -4.46
C 4.26 0.46 -6.22
C 3.81 -0.13 -4.91
C 4.73 -0.57 -3.97
C 4.31 -1.08 -2.75
C 2.95 -1.15 -2.46
C 2.02 -0.71 -3.39
C 2.45 -0.20 -4.60
S 2.41 -1.72 -0.86
O 1.54 -2.86 -1.07
O 3.63 -1.97 -0.12
N 1.58 -0.50 -0.24
C 2.47 0.68 -0.13
C 2.01 1.75 0.84
O 2.74 2.29 1.64
O -0.04 1.79 -0.47
H 5.31 0.73 -6.19
H 3.69 1.36 -6.45
H 4.12 -0.25 -7.04
H 5.79 -0.51 -4.18
H 5.02 -1.42 -2.00
H 0.97 -0.70 -3.13
H 1.72 0.19 -5.30
H 2.53 1.19 -1.10
H 3.48 0.39 0.18
F -8.23 -1.40 -0.18
C -6.97 -0.93 -0.09
C -5.89 -1.67 -0.53
F -6.11 -2.89 -1.06
C -4.61 -1.17 -0.44
F -3.63 -1.96 -0.91
C -4.30 0.08 0.10
S -2.74 0.81 0.29
C -5.43 0.80 0.53
F -5.28 2.03 1.06
C -6.72 0.32 0.44
F -7.75 1.07 0.88
C -1.21 -5.74 0.74
N -1.19 -4.49 0.00
C -1.34 -4.48 -1.36
C -1.30 -3.34 -2.07
C -1.03 -2.15 -1.32
O -0.87 -1.00 -1.83
N -0.93 -2.17 0.02
C -1.03 -3.31 0.75
O -1.00 -3.39 1.96
H -1.00 -6.56 0.05
H -2.17 -5.90 1.23
H -0.44 -5.70 1.51
H -1.50 -5.45 -1.82
H -1.40 -3.30 -3.14
```

The net atomic charges from Mulliken, expressed in e, are: 0.690, -1.365, 0.977, 0.609, -0.541, -0.983, -0.561, 1.076, -0.711, -1.368, -1.308, 0.918, -0.011, -0.756, -1.143, -1.008, -0.721, 0.216, 0.366, 0.435, 0.197, 0.635, -1.167, 0.426, 0.343, 0.370, 0.588, -0.032, 0.415, 0.404, 0.338, 0.476, 0.469, 0.373, 0.345, -1.434, 1.069, -0.825, -0.473, -0.600, 0.358, -0.869, 1.439, -0.842, -0.857, 1.118, -1.234, -0.434, -0.724, 1.318, 0.341, 0.317, 0.287, 0.292, 0.514, 0.075, 0.368, 0.417, 0.654, -0.335, 0.746, -0.408, -0.330, -0.586, 0.102, 0.857, -0.324, 0.003, -0.304, 0.011, -0.326, -1.053, 0.329, -0.046, -1.273, 1.232, -0.951, 0.324, -0.053, -0.719, 0.378, 0.293, 0.297, 0.390, 0.480

***

# 2
Entry from the Open Molecules 2025 dataset: a molecular structure, C35H31F2N6OPtS2 (ωB97M-V/def2-TZVPD).

Summary:
Expectation value of S²: 0.785
HOMO level (spin up / spin down): -5.88 / -6.19 eV
Spin multiplicity: 2

```
78
C35H31F2N6OPtS2 (ωB97M-V/def2-TZVPD)
Pt -0.76 -0.68 -0.66
F -2.62 -4.32 -4.06
C -1.70 -3.98 -3.13
C -1.80 -2.75 -2.51
C -0.84 -2.41 -1.55
C 0.18 -3.33 -1.22
C 0.24 -4.52 -1.92
F 1.25 -5.39 -1.69
C -0.68 -4.88 -2.88
C 1.11 -2.93 -0.14
C 1.90 -3.80 0.60
C 2.68 -3.29 1.62
C 2.66 -1.94 1.89
C 1.83 -1.14 1.14
N 1.08 -1.61 0.15
H -2.59 -2.07 -2.78
H -0.60 -5.82 -3.42
H 1.89 -4.86 0.38
H 3.30 -3.96 2.21
H 3.26 -1.51 2.69
H 1.76 -0.07 1.32
C -2.20 0.69 -2.19
C -0.88 0.42 -2.40
C 0.15 1.03 -3.03
C -0.04 2.40 -3.60
C 0.58 2.79 -4.79
C 0.38 4.05 -5.32
C -0.45 4.96 -4.68
C -1.08 4.58 -3.50
C -0.88 3.32 -2.97
C 1.47 0.37 -3.20
C 2.66 1.11 -3.26
C 3.88 0.50 -3.46
C 3.97 -0.88 -3.59
C 2.80 -1.64 -3.51
C 1.58 -1.02 -3.32
H 1.21 2.08 -5.32
H 0.86 4.32 -6.25
H -0.62 5.94 -5.10
H -1.75 5.27 -2.99
H -1.39 3.03 -2.06
H 2.62 2.18 -3.11
H 4.78 1.10 -3.51
H 4.92 -1.36 -3.77
H 2.85 -2.71 -3.61
H 0.68 -1.61 -3.30
C -3.86 1.48 2.77
N -2.63 1.81 2.06
C -1.97 2.97 2.24
C -0.80 3.25 1.60
C -0.29 2.25 0.72
N -0.94 1.11 0.56
C -2.13 0.84 1.21
O -2.71 -0.21 1.00
N 0.87 2.41 0.05
H -4.24 2.38 3.26
H -3.66 0.70 3.51
H -4.59 1.11 2.05
H -2.43 3.68 2.91
H -0.30 4.19 1.74
H 1.21 3.34 -0.08
H 1.01 1.77 -0.73
S -4.96 1.11 -1.61
C -3.42 0.88 -1.97
C -1.04 -2.19 7.22
N -1.02 -1.94 5.80
C -0.40 -0.91 5.19
S -0.57 -0.69 3.53
N 0.32 -0.10 6.00
C 1.15 1.00 5.54
H -1.71 -3.03 7.42
H -1.41 -1.33 7.78
H -0.05 -2.47 7.60
H -1.56 -2.52 5.18
H 0.43 -0.38 6.96
H 0.89 1.21 4.51
H 2.21 0.74 5.60
H 0.96 1.88 6.15
```

The net atomic charges from Mulliken, expressed in e, are: 0.962, -0.353, 0.369, -0.404, -0.138, 0.321, 0.713, -0.371, -1.004, 0.142, -0.935, -0.537, -0.766, -0.255, 0.140, 0.521, 0.498, 0.527, 0.424, 0.490, 0.310, -0.969, 0.197, 0.769, 0.306, -0.399, -0.816, -0.500, -1.047, -0.109, 0.080, -0.313, -0.897, -0.648, -0.580, -0.400, 0.523, 0.393, 0.391, 0.420, 0.344, 0.459, 0.402, 0.408, 0.462, 0.655, -0.934, 0.409, -0.127, -1.384, 0.567, 1.168, -0.581, -0.563, -0.181, 0.344, 0.241, 0.310, 0.403, 0.506, 0.345, -0.137, -0.468, 0.231, -1.061, -0.119, 0.177, -0.269, -0.120, -0.690, 0.353, 0.341, 0.312, 0.246, 0.199, 0.116, 0.284, 0.296

***

# 3
Entry from the Open Molecules 2025 dataset: a molecular structure, C35H31F2N6OPtS2 at a distorted geometry (ωB97M-V/def2-TZVPD).

Summary:
Expectation value of S²: 0.813
HOMO level (spin up / spin down): -5.85 / -5.90 eV
Spin multiplicity: 2

```
78
C35H31F2N6OPtS2 (ωB97M-V/def2-TZVPD)
Pt 0.42 0.68 0.75
F 2.51 5.22 2.78
C 1.75 4.64 1.84
C 1.53 3.28 1.89
C 0.73 2.68 0.93
C 0.13 3.46 -0.07
C 0.43 4.82 -0.10
F -0.04 5.60 -1.10
C 1.23 5.44 0.84
C -0.78 2.80 -1.00
C -1.81 3.44 -1.70
C -2.66 2.71 -2.50
C -2.48 1.33 -2.59
C -1.46 0.76 -1.87
N -0.63 1.46 -1.10
H 2.00 2.69 2.67
H 1.45 6.49 0.78
H -1.95 4.50 -1.58
H -3.47 3.19 -3.03
H -3.12 0.72 -3.21
H -1.29 -0.31 -1.89
C 2.35 -0.27 2.05
C 2.48 0.17 0.79
C 3.28 -0.14 -0.29
C 4.02 -1.42 -0.25
C 5.33 -1.53 -0.74
C 6.03 -2.72 -0.63
C 5.45 -3.83 -0.03
C 4.17 -3.73 0.48
C 3.46 -2.54 0.38
C 3.49 0.83 -1.37
C 3.92 0.45 -2.65
C 4.24 1.39 -3.61
C 4.09 2.75 -3.35
C 3.58 3.14 -2.12
C 3.29 2.20 -1.14
H 5.81 -0.67 -1.16
H 7.04 -2.77 -1.01
H 6.01 -4.75 0.06
H 3.72 -4.59 0.96
H 2.47 -2.47 0.80
H 3.99 -0.60 -2.89
H 4.61 1.07 -4.58
H 4.36 3.48 -4.10
H 3.43 4.19 -1.91
H 2.92 2.52 -0.18
C -2.20 -2.30 3.77
N -1.51 -2.46 2.50
C -1.48 -3.64 1.85
C -0.86 -3.75 0.64
C -0.28 -2.60 0.08
N -0.30 -1.45 0.73
C -0.90 -1.35 1.95
O -0.87 -0.29 2.56
N 0.28 -2.58 -1.15
H -2.47 -3.27 4.17
H -3.11 -1.70 3.61
H -1.56 -1.77 4.47
H -1.93 -4.49 2.35
H -0.83 -4.70 0.12
H 0.60 -3.47 -1.52
H 0.88 -1.79 -1.35
S 2.15 -1.06 4.78
C 2.32 -0.60 3.26
C -7.44 0.16 1.27
N -6.01 0.26 1.16
C -5.21 -0.56 0.45
S -3.55 -0.38 0.54
N -5.83 -1.51 -0.28
C -5.16 -2.41 -1.20
H -7.79 0.89 2.00
H -7.74 -0.84 1.62
H -7.94 0.36 0.32
H -5.52 0.96 1.69
H -6.84 -1.49 -0.33
H -4.09 -2.36 -1.01
H -5.35 -2.13 -2.24
H -5.50 -3.44 -1.04
```

The net atomic charges from Mulliken, expressed in e, are: 0.947, -0.350, 0.396, -0.394, 0.045, 0.178, 0.655, -0.373, -0.926, 0.203, -0.970, -0.508, -0.756, -0.139, 0.018, 0.522, 0.492, 0.467, 0.425, 0.472, 0.250, -0.667, 1.107, -0.184, 0.178, -0.528, -0.741, -0.509, -1.079, 0.220, 0.138, -0.464, -0.805, -0.610, -0.607, -0.168, 0.522, 0.392, 0.393, 0.416, 0.445, 0.488, 0.387, 0.393, 0.428, 0.596, -0.950, 0.417, -0.135, -1.379, 0.239, 1.052, -0.462, -0.655, -0.187, 0.343, 0.247, 0.316, 0.417, 0.498, 0.318, 0.144, -0.466, -0.218, -1.061, -0.125, 0.189, -0.271, -0.132, -0.683, 0.356, 0.339, 0.311, 0.250, 0.203, 0.104, 0.286, 0.297

***

# 4
Entry from the Open Molecules 2025 dataset: a molecular structure, C35H31N4O5SbY at a distorted geometry (ωB97M-V/def2-TZVPD).

Summary:
Charge: +1
HOMO level: -11.53 eV
Spin multiplicity: 1

```
77
C35H31N4O5SbY (ωB97M-V/def2-TZVPD)
Y 1.49 -1.22 -0.64
N 0.07 -2.03 -2.55
C -0.51 -3.29 -1.94
C 0.61 -4.05 -1.25
O 0.88 -5.18 -1.59
N 1.28 -3.30 -0.31
C 2.64 -3.76 0.04
C 3.65 -2.61 -0.20
O 4.58 -2.41 0.53
O 3.31 -1.82 -1.24
H 0.71 -2.32 -3.28
H -0.66 -1.51 -3.02
H -1.29 -3.01 -1.23
H -0.93 -3.95 -2.69
H 2.73 -4.08 1.07
H 2.92 -4.60 -0.60
O 1.75 5.29 -5.48
C 1.29 4.03 -5.32
O 0.52 3.56 -6.10
C 1.66 3.33 -4.04
C 1.80 3.99 -2.83
C 2.03 3.27 -1.66
C 2.13 1.89 -1.73
C 2.01 1.23 -2.94
C 1.76 1.94 -4.10
N 2.26 1.08 -0.56
C 2.91 1.44 0.47
C 2.95 0.56 1.66
C 3.62 0.96 2.79
C 3.65 0.11 3.89
C 3.00 -1.10 3.81
C 2.34 -1.43 2.64
N 2.30 -0.62 1.59
H 2.41 5.49 -4.81
H 1.69 5.06 -2.78
H 2.07 3.78 -0.71
H 2.13 0.15 -3.01
H 1.63 1.44 -5.05
H 3.48 2.37 0.50
H 4.12 1.92 2.81
H 4.18 0.40 4.79
H 3.01 -1.80 4.64
H 1.82 -2.37 2.54
C -1.25 2.81 4.36
C -0.62 1.57 4.50
C -0.59 0.69 3.43
C -1.19 1.02 2.21
C -1.81 2.27 2.08
C -1.83 3.16 3.15
Sb -1.10 -0.34 0.60
C -2.35 -1.91 1.29
C -3.47 -2.33 0.57
C -4.23 -3.40 1.02
C -3.87 -4.07 2.19
C -2.75 -3.67 2.90
C -1.98 -2.60 2.44
C -2.36 0.63 -0.78
C -1.81 1.03 -2.01
C -2.59 1.70 -2.95
C -3.92 1.98 -2.67
C -4.47 1.60 -1.45
C -3.69 0.94 -0.51
H -1.28 3.50 5.20
H -0.17 1.30 5.44
H -0.10 -0.27 3.56
H -2.27 2.56 1.14
H -2.32 4.12 3.04
H -3.76 -1.83 -0.34
H -5.10 -3.72 0.47
H -4.46 -4.90 2.54
H -2.46 -4.19 3.80
H -1.10 -2.31 3.01
H -0.77 0.84 -2.25
H -2.16 2.00 -3.90
H -4.53 2.50 -3.40
H -5.50 1.84 -1.23
H -4.13 0.66 0.45
```

The net atomic charges from Mulliken, expressed in e, are: 0.020, -0.527, -0.170, 0.408, -0.664, -0.111, -0.540, 0.761, -0.618, -0.676, 0.337, 0.204, -0.104, 0.486, 0.323, 0.507, -0.455, 0.490, -0.514, 0.489, -0.948, -0.466, 0.119, -0.302, -1.151, 0.414, -0.255, 0.237, -0.813, -0.717, -1.031, -0.521, 1.083, 0.337, 0.407, 0.517, 0.758, 0.481, 0.624, 0.527, 0.470, 0.507, 0.506, -0.533, -0.823, -0.468, 1.079, -0.592, -0.703, 1.517, 1.061, -0.432, -0.771, -0.558, -0.752, -0.539, 0.174, -0.493, -0.823, -0.612, -0.782, -0.291, 0.398, 0.449, 0.190, 0.435, 0.424, 0.454, 0.415, 0.401, 0.427, 0.109, 0.287, 0.535, 0.412, 0.424, 0.552

***

# 5
Entry from the Open Molecules 2025 dataset: a molecular structure, C35H32AsCoN2O2SSe2 (ωB97M-V/def2-TZVPD).

Summary:
Expectation value of S²: 0.923
Charge: -1
HOMO level (spin up / spin down): -3.75 / -3.59 eV
Spin multiplicity: 2

```
76
C35H32AsCoN2O2SSe2 (ωB97M-V/def2-TZVPD)
Co 0.18 -1.32 1.20
S -1.20 0.57 1.72
C -1.93 2.01 1.03
C -2.60 2.82 1.97
C -3.23 3.99 1.60
C -3.23 4.39 0.27
C -2.57 3.61 -0.67
C -1.91 2.44 -0.32
As -0.92 1.40 -1.64
C -1.52 2.36 -3.25
C -2.49 1.72 -4.02
C -3.03 2.32 -5.15
C -2.59 3.58 -5.54
C -1.61 4.22 -4.79
C -1.08 3.62 -3.66
C 0.80 2.32 -1.43
C 1.22 2.84 -0.21
C 2.47 3.42 -0.08
C 3.32 3.48 -1.18
C 2.92 2.95 -2.40
C 1.67 2.36 -2.51
H -2.61 2.49 3.00
H -3.73 4.59 2.34
H -3.72 5.30 -0.03
H -2.57 3.94 -1.70
H -2.83 0.73 -3.71
H -3.78 1.81 -5.73
H -3.00 4.05 -6.42
H -1.26 5.20 -5.10
H -0.32 4.13 -3.08
H 0.58 2.77 0.66
H 2.79 3.80 0.88
H 4.31 3.93 -1.08
H 3.59 2.99 -3.25
H 1.37 1.93 -3.46
O -1.16 -1.03 4.86
C 0.01 -1.33 5.57
C 0.87 -2.50 5.02
C 1.46 -3.18 6.27
O 2.44 -4.17 6.01
C 2.03 -2.04 4.13
Se 1.67 -0.49 2.95
C -0.01 -3.53 4.29
Se -0.51 -3.26 2.39
H -0.93 -0.66 4.00
H -0.34 -1.61 6.57
H 0.65 -0.45 5.66
H 0.64 -3.60 6.87
H 1.97 -2.42 6.87
H 2.08 -4.78 5.35
H 2.37 -2.85 3.49
H 2.87 -1.72 4.76
H -0.96 -3.64 4.82
H 0.49 -4.50 4.28
C 3.75 -1.14 -1.33
C 2.86 -0.88 -0.28
N 1.62 -1.32 -0.28
C 1.20 -2.05 -1.34
C 2.02 -2.38 -2.43
C 3.34 -1.88 -2.41
C 1.50 -3.20 -3.47
C 0.22 -3.66 -3.42
C -0.65 -3.31 -2.35
C -1.99 -3.73 -2.25
C -2.73 -3.33 -1.17
C -2.16 -2.49 -0.20
N -0.91 -2.10 -0.27
C -0.15 -2.51 -1.31
H 4.75 -0.75 -1.27
H 3.16 -0.30 0.58
H 4.01 -2.10 -3.24
H 2.14 -3.47 -4.30
H -0.16 -4.29 -4.21
H -2.42 -4.34 -3.03
H -3.76 -3.63 -1.06
H -2.74 -2.12 0.63
```

The net atomic charges from Mulliken, expressed in e, are: -0.008, 0.088, 0.369, -0.995, -0.504, -0.927, -0.162, 0.161, 0.267, -0.418, -0.654, -0.629, -0.437, -0.595, 0.132, 0.401, -0.209, -0.621, -0.490, -0.741, -0.214, 0.487, 0.345, 0.364, 0.303, 0.396, 0.378, 0.359, 0.376, 0.460, 0.270, 0.400, 0.349, 0.392, 0.500, -0.566, -1.180, 2.014, -1.250, -0.521, -1.202, -0.266, -1.364, -0.408, 0.163, 0.504, 0.244, 0.407, 0.432, 0.333, 0.301, 0.516, 0.357, 0.390, -0.935, -0.053, 0.172, -0.079, 0.987, -0.773, -0.869, -0.782, 1.123, -0.849, -1.039, -0.509, 0.920, -0.049, 0.439, 0.470, 0.412, 0.399, 0.403, 0.426, 0.421, 0.668

***

# 6
Entry from the Open Molecules 2025 dataset: a molecular structure, C35H32B2BrF2FeN7 at a distorted geometry (ωB97M-V/def2-TZVPD).

Summary:
Expectation value of S²: 6.260
HOMO level (spin up / spin down): -6.58 / -6.87 eV
Spin multiplicity: 5

```
80
C35H32B2BrF2FeN7 (ωB97M-V/def2-TZVPD)
Fe 0.82 -0.38 -0.29
C -4.68 0.53 -2.42
C -3.30 0.00 -2.52
C -2.82 -0.94 -3.42
C -1.45 -1.00 -3.23
N -1.13 -0.11 -2.25
N -2.27 0.47 -1.81
B -2.36 1.07 -0.37
N -1.26 2.08 -0.09
N 0.06 1.78 -0.02
C 0.72 2.91 0.30
C -0.23 3.95 0.43
C -1.45 3.39 0.18
C -2.76 4.08 0.19
C 2.13 3.06 0.39
C 2.71 4.33 0.47
C 4.06 4.54 0.35
C 4.93 3.45 0.08
C 4.46 2.19 0.07
C 3.03 1.85 0.34
N -2.28 -0.10 0.62
N -1.24 -0.96 0.70
C -1.46 -1.75 1.76
C -2.68 -1.39 2.36
C -3.17 -0.35 1.61
C -4.44 0.38 1.84
C -0.52 -2.74 2.27
C 0.44 -3.33 1.45
C 1.43 -4.13 2.00
C 1.43 -4.40 3.35
C 0.43 -3.88 4.17
C -0.53 -3.05 3.63
C -0.50 -1.90 -3.88
C -0.43 -1.98 -5.27
C 0.43 -2.89 -5.86
C 1.19 -3.74 -5.07
C 1.11 -3.67 -3.69
C 0.28 -2.75 -3.09
H -5.26 0.24 -3.29
H -5.19 0.15 -1.53
H -4.65 1.61 -2.35
H -3.39 -1.52 -4.12
H -3.41 1.59 -0.28
H -0.04 4.97 0.70
H -2.60 5.13 0.41
H -3.27 3.98 -0.77
H -3.41 3.65 0.96
H 2.06 5.19 0.59
H 4.46 5.54 0.41
H 5.97 3.65 -0.12
H 5.10 1.35 -0.14
H 2.66 1.17 -0.45
H -3.14 -1.85 3.21
H -4.95 -0.07 2.68
H -4.27 1.43 2.05
H -5.09 0.31 0.97
H 0.41 -3.13 0.39
H 2.21 -4.51 1.36
H 2.21 -5.01 3.79
H 0.42 -4.11 5.22
H -1.27 -2.60 4.28
H -1.04 -1.33 -5.87
H 0.51 -2.93 -6.93
H 1.85 -4.46 -5.54
H 1.70 -4.34 -3.08
H 0.22 -2.67 -2.01
Br 2.80 -1.70 -0.36
C 2.87 1.09 1.65
C 3.85 1.13 2.64
C 3.66 0.43 3.81
C 2.46 -0.26 3.99
C 1.53 -0.22 2.97
N 1.74 0.42 1.82
H 4.77 1.68 2.46
H 4.42 0.42 4.58
H 2.26 -0.81 4.89
H 0.59 -0.72 3.06
F 1.24 -0.03 -2.66
B 0.18 0.62 -2.10
F 0.12 1.89 -2.54
```

The net atomic charges from natural (NBO), expressed in e, are: 1.004, -0.648, 0.263, -0.324, 0.251, -0.401, -0.267, 0.528, -0.347, -0.331, 0.213, -0.333, 0.202, -0.638, -0.003, -0.201, -0.199, -0.262, -0.081, -0.378, -0.328, -0.375, 0.122, -0.339, 0.198, -0.637, -0.014, -0.203, -0.181, -0.214, -0.218, -0.215, -0.118, -0.177, -0.212, -0.193, -0.216, -0.099, 0.234, 0.234, 0.239, 0.241, -0.026, 0.221, 0.229, 0.224, 0.221, 0.208, 0.208, 0.214, 0.214, 0.251, 0.225, 0.229, 0.224, 0.219, 0.215, 0.226, 0.213, 0.212, 0.209, 0.215, 0.215, 0.216, 0.225, 0.212, -0.709, 0.278, -0.258, -0.150, -0.251, 0.064, -0.510, 0.231, 0.216, 0.221, 0.200, -0.492, 1.072, -0.507